1.
This record from OMol25 describes a 8-piece molecular cluster, C35H68FN7OPS overall in a non-equilibrium geometry. The level of theory is ωB97M-V/def2-TZVPD.

Positions of all 114 atoms, in Å:
1 C 4.393 0.030 3.475
2 C 5.112 -0.630 2.191
3 C 6.648 -0.234 2.086
4 C 6.869 1.349 2.052
5 C 6.352 2.001 0.685
6 C 4.826 2.415 0.876
7 C 4.444 3.815 0.199
8 C 3.149 3.641 -0.721
9 C 1.777 4.035 -0.017
10 C 1.346 3.074 1.176
11 C 0.008 2.250 0.820
12 C 0.324 0.755 0.346
13 P -0.314 -0.624 1.499
14 F -0.811 -1.917 2.604
15 C -1.892 -0.963 0.463
16 C -2.656 0.331 -0.061
17 C -4.173 -0.079 -0.424
18 S -4.453 -0.034 -2.268
19 C 0.602 -1.924 0.411
20 C 2.022 -2.372 0.964
21 C 2.894 -2.815 -0.321
22 C 3.462 -1.537 -1.095
23 C 3.376 -1.649 -2.676
24 O 2.018 -1.361 -3.079
25 C 1.452 -2.430 -3.854
26 H 5.159 0.482 4.168
27 H 3.691 0.865 3.179
28 H 3.793 -0.804 3.946
29 H 5.054 -1.762 2.288
30 H 4.555 -0.300 1.271
31 H 7.161 -0.638 3.008
32 H 7.122 -0.737 1.185
33 H 7.997 1.513 2.071
34 H 6.426 1.853 2.966
35 H 6.935 2.946 0.442
36 H 6.424 1.272 -0.181
37 H 4.597 2.527 1.982
38 H 4.089 1.648 0.483
39 H 4.170 4.602 0.975
40 H 5.263 4.241 -0.447
41 H 3.246 4.321 -1.630
42 H 3.030 2.578 -1.115
43 H 1.890 5.080 0.400
44 H 1.002 4.109 -0.845
45 H 2.181 2.396 1.524
46 H 1.076 3.730 2.066
47 H -0.746 2.329 1.652
48 H -0.455 2.770 -0.086
49 H 0.041 0.593 -0.747
50 H 1.466 0.672 0.360
51 H -1.000 0.293 2.387
52 H 0.878 -0.444 2.326
53 H -1.728 -1.674 -0.410
54 H -2.622 -1.509 1.155
55 H -2.611 1.205 0.659
56 H -2.177 0.600 -1.058
57 H -4.915 0.571 0.142
58 H -4.376 -1.138 -0.061
59 H -3.911 1.169 -2.715
60 H -0.002 -2.882 0.267
61 H 0.740 -1.507 -0.641
62 H 1.904 -3.307 1.604
63 H 2.591 -1.571 1.516
64 H 3.786 -3.456 -0.040
65 H 2.229 -3.449 -0.985
66 H 4.501 -1.256 -0.725
67 H 2.796 -0.664 -0.810
68 H 3.782 -2.616 -3.092
69 H 4.003 -0.804 -3.123
70 H 2.143 -2.752 -4.690
71 H 0.419 -2.180 -4.227
72 H 1.330 -3.323 -3.156
73 C 3.739 2.940 5.909
74 C 3.509 3.402 4.511
75 N 3.330 3.757 3.420
76 H 4.614 2.291 5.944
77 H 3.905 3.799 6.560
78 H 2.869 2.387 6.263
79 C -2.589 -4.288 -1.467
80 C -1.233 -4.396 -2.067
81 N -0.171 -4.486 -2.529
82 H -2.987 -3.283 -1.620
83 H -3.257 -5.010 -1.936
84 H -2.538 -4.493 -0.398
85 C 3.209 1.580 -5.561
86 C 3.927 2.659 -4.824
87 N 4.486 3.495 -4.245
88 H 3.638 1.462 -6.556
89 H 3.300 0.638 -5.018
90 H 2.154 1.836 -5.655
91 C -7.359 3.505 -0.167
92 C -6.099 3.499 0.629
93 N -5.117 3.491 1.248
94 H -7.380 4.375 -0.823
95 H -7.420 2.600 -0.772
96 H -8.219 3.544 0.503
97 C 0.022 -7.528 -0.167
98 C -1.464 -7.460 -0.258
99 N -2.625 -7.410 -0.327
100 H 0.384 -6.779 0.538
101 H 0.327 -8.518 0.175
102 H 0.461 -7.337 -1.146
103 C -9.204 -0.183 1.190
104 C -9.481 0.274 -0.201
105 N -9.694 0.634 -1.285
106 H -8.316 -0.816 1.201
107 H -9.036 0.678 1.837
108 H -10.053 -0.753 1.569
109 C -12.730 -0.109 -2.175
110 C -14.220 -0.089 -2.250
111 N -15.379 -0.074 -2.308
112 H -12.386 0.625 -1.448
113 H -12.387 -1.098 -1.872
114 H -12.307 0.131 -3.150

Summary:
M: 685.02 g mol⁻¹
lowest unoccupied orbital energy: 0.06070 hartree
total charge: -1
E_HOMO: -0.143 Eh
spin multiplicity: 1
orbital gap: 5.548 eV


2.
This record from OMol25 describes a 12-piece molecular cluster, C35H69Br22Cl2NO4PS overall in a non-equilibrium geometry. The level of theory is ωB97M-V/def2-TZVPD.

Positions of all 135 atoms, in Å:
1 C -3.613 1.469 3.320
2 C -2.683 2.434 2.471
3 C -2.891 3.849 3.114
4 C -1.217 1.891 2.710
5 C -0.124 2.582 1.832
6 C 0.561 3.833 2.461
7 C 0.821 3.739 3.984
8 C 1.508 2.409 4.401
9 C 3.018 2.366 4.028
10 S 3.826 0.781 4.591
11 O 5.017 0.485 3.721
12 O 4.257 0.933 6.016
13 Cl 2.523 -0.956 4.443
14 P 1.310 1.419 1.388
15 O 0.918 -0.138 1.844
16 Cl 1.597 1.313 -0.668
17 C -0.875 3.104 0.517
18 C -2.066 2.193 0.084
19 C -2.608 2.820 -1.263
20 C -1.680 0.726 -0.276
21 N -3.158 2.319 1.071
22 O -3.862 3.404 0.834
23 H -3.410 0.441 2.960
24 H -3.434 1.581 4.402
25 H -4.654 1.724 3.039
26 H -3.963 4.027 3.311
27 H -2.420 3.795 4.124
28 H -2.422 4.672 2.549
29 H -1.052 1.976 3.801
30 H -1.274 0.799 2.520
31 H 1.557 3.940 1.966
32 H 0.047 4.792 2.256
33 H 1.455 4.599 4.292
34 H -0.143 3.866 4.519
35 H 1.006 1.539 3.918
36 H 1.355 2.259 5.490
37 H 3.562 3.213 4.492
38 H 3.194 2.418 2.934
39 H 1.733 -0.586 2.126
40 H -0.174 3.356 -0.299
41 H -1.333 4.071 0.818
42 H -1.975 2.364 -2.061
43 H -2.438 3.906 -1.325
44 H -3.639 2.506 -1.483
45 H -1.218 0.151 0.546
46 H -1.013 0.675 -1.160
47 H -2.618 0.220 -0.587
48 Br 1.364 0.895 -3.990
49 C 2.233 -0.826 -3.690
50 C 2.654 -1.453 -4.989
51 Br 1.139 -2.226 -5.939
52 H 1.537 -1.438 -3.122
53 H 3.104 -0.602 -3.070
54 H 3.332 -2.288 -4.812
55 H 3.122 -0.747 -5.668
56 Br -1.800 -2.183 2.621
57 C -3.202 -3.172 3.543
58 C -4.141 -3.833 2.569
59 Br -5.383 -2.550 1.788
60 H -3.697 -2.473 4.208
61 H -2.676 -3.920 4.137
62 H -4.770 -4.561 3.079
63 H -3.627 -4.317 1.743
64 Br 4.092 -1.555 -1.081
65 C 4.985 -3.260 -0.781
66 C 5.408 -3.889 -2.083
67 Br 3.892 -4.683 -3.015
68 H 4.300 -3.879 -0.209
69 H 5.854 -3.025 -0.169
70 H 6.097 -4.713 -1.904
71 H 5.865 -3.181 -2.770
72 Br -0.438 8.056 -2.980
73 C -1.173 6.766 -1.720
74 C -0.526 6.892 -0.365
75 Br 1.254 6.099 -0.351
76 H -1.045 5.782 -2.164
77 H -2.236 6.998 -1.660
78 H -1.093 6.336 0.382
79 H -0.415 7.922 -0.037
80 Br -5.416 -3.090 6.378
81 C -6.137 -4.858 5.990
82 C -7.599 -4.791 5.636
83 Br -8.704 -4.541 7.221
84 H -5.936 -5.479 6.859
85 H -5.556 -5.224 5.145
86 H -7.929 -5.733 5.203
87 H -7.836 -3.979 4.953
88 Br -0.387 -3.285 6.094
89 C 0.581 -4.970 6.167
90 C 1.038 -5.392 4.796
91 Br -0.437 -6.121 3.749
92 H -0.075 -5.694 6.642
93 H 1.436 -4.781 6.815
94 H 1.765 -6.200 4.865
95 H 1.462 -4.574 4.219
96 Br 1.771 4.373 -7.661
97 C 0.965 2.626 -7.363
98 C -0.537 2.711 -7.309
99 Br -1.147 3.432 -5.604
100 H 1.401 2.227 -6.451
101 H 1.282 2.020 -8.208
102 H -0.979 1.718 -7.374
103 H -0.957 3.343 -8.087
104 Br -8.040 -7.339 3.021
105 C -9.442 -8.329 3.945
106 C -10.376 -8.997 2.970
107 Br -11.611 -7.717 2.177
108 H -9.945 -7.625 4.603
109 H -8.919 -9.071 4.545
110 H -11.006 -9.723 3.481
111 H -9.857 -9.485 2.150
112 Br 3.049 -0.488 -8.718
113 C 3.882 -2.223 -8.416
114 C 4.347 -2.843 -9.709
115 Br 2.854 -3.583 -10.717
116 H 3.156 -2.833 -7.886
117 H 4.731 -2.022 -7.761
118 H 5.005 -3.688 -9.512
119 H 4.852 -2.138 -10.363
120 Br 5.573 -0.255 -5.156
121 C 6.459 0.653 -6.635
122 C 6.761 2.089 -6.292
123 Br 5.172 3.215 -6.356
124 H 5.810 0.542 -7.501
125 H 7.383 0.102 -6.804
126 H 7.446 2.516 -7.023
127 H 7.180 2.207 -5.296
128 Br 5.161 6.771 -1.481
129 C 5.843 4.964 -1.227
130 C 4.796 4.059 -0.632
131 Br 4.574 4.389 1.277
132 H 6.736 5.046 -0.612
133 H 6.122 4.622 -2.223
134 H 5.103 3.016 -0.707
135 H 3.818 4.179 -1.091

Summary:
M: 2459.77 g mol⁻¹
lowest unoccupied orbital energy (alpha / beta): -0.02581 / -0.16090 hartree
E_HOMO (alpha / beta): -0.181 / -0.319 Eh
spin multiplicity: 2
orbital gap (alpha / beta): 4.233 / 4.304 eV


3.
This record from OMol25 describes C35H70BN6NiOSi2Te as an isolated structure in a non-equilibrium geometry. The level of theory is ωB97M-V/def2-TZVPD.

Positions of all 117 atoms, in Å:
1 Ni -0.407 -0.304 0.073
2 C -0.771 -1.048 -4.957
3 C -0.837 -0.573 -3.475
4 C -2.211 0.071 -3.168
5 C -0.588 -1.752 -2.590
6 C -1.048 -3.060 -2.773
7 C -0.888 -3.726 -1.544
8 C -1.495 -5.124 -1.345
9 C -2.976 -4.792 -1.171
10 C -0.771 -5.937 -0.283
11 N -0.226 -2.894 -0.681
12 N -0.149 -1.646 -1.305
13 B -0.105 -2.751 0.884
14 N 1.062 -1.698 1.196
15 N 0.669 -0.676 2.063
16 C 1.753 -0.057 2.545
17 C 2.942 -0.697 1.992
18 C 2.443 -1.572 1.105
19 C 3.339 -2.373 0.247
20 C 3.029 -3.903 0.231
21 C 3.346 -1.842 -1.200
22 C 1.777 0.988 3.614
23 C 2.894 2.064 3.649
24 C 0.459 1.677 3.885
25 N -1.486 -2.287 1.375
26 N -2.056 -1.272 0.484
27 C -3.109 -0.746 1.106
28 C -3.221 -1.345 2.384
29 C -2.171 -2.227 2.531
30 C -1.854 -2.942 3.802
31 C -0.605 -3.886 3.798
32 C -3.103 -3.516 4.465
33 C -4.073 0.066 0.320
34 C -5.231 -0.912 -0.016
35 C -4.486 1.301 1.124
36 H -0.375 -0.172 -5.501
37 H -1.757 -1.280 -5.340
38 H -0.044 -1.823 -5.164
39 H -0.006 0.181 -3.332
40 H -2.978 -0.781 -3.237
41 H -2.398 0.910 -3.878
42 H -2.240 0.478 -2.157
43 H -1.360 -3.547 -3.674
44 H -1.341 -5.648 -2.289
45 H -3.025 -3.962 -0.522
46 H -3.612 -5.576 -0.737
47 H -3.329 -4.382 -2.108
48 H -0.749 -5.441 0.748
49 H 0.317 -6.156 -0.489
50 H -1.353 -6.868 -0.160
51 H 0.216 -3.839 1.382
52 H 3.996 -0.447 2.074
53 H 4.335 -2.237 0.736
54 H 2.110 -4.037 -0.408
55 H 2.775 -4.286 1.243
56 H 3.858 -4.495 -0.205
57 H 2.350 -1.954 -1.712
58 H 4.116 -2.338 -1.715
59 H 3.519 -0.748 -1.170
60 H 1.964 0.295 4.434
61 H 2.922 2.768 2.783
62 H 3.880 1.657 3.914
63 H 2.549 2.687 4.522
64 H 0.285 2.529 3.225
65 H 0.458 2.019 4.914
66 H -0.374 0.996 3.776
67 H -4.059 -1.214 3.114
68 H -1.519 -2.156 4.470
69 H -0.730 -4.812 3.241
70 H -0.473 -4.174 4.874
71 H 0.368 -3.334 3.540
72 H -3.671 -4.258 3.882
73 H -3.891 -2.752 4.685
74 H -2.883 -3.982 5.448
75 H -3.554 0.358 -0.630
76 H -5.756 -1.236 0.873
77 H -4.814 -1.824 -0.433
78 H -5.971 -0.488 -0.735
79 H -4.606 1.005 2.163
80 H -5.466 1.772 0.768
81 H -3.746 2.077 1.137
82 O 9.831 -3.904 -3.011
83 H 9.060 -4.155 -3.585
84 H 9.467 -3.699 -2.168
85 C 3.771 4.777 -1.214
86 Si 2.835 3.662 -2.381
87 C 4.127 2.967 -3.569
88 C 1.434 4.704 -3.196
89 C 2.026 2.231 -1.389
90 Te 0.045 2.039 -0.400
91 C -1.393 3.762 -0.719
92 Si -1.159 5.432 0.183
93 C -1.822 6.772 -0.842
94 C 0.692 5.860 0.377
95 C -2.115 5.433 1.801
96 H 4.639 5.182 -1.738
97 H 4.091 4.194 -0.365
98 H 3.230 5.601 -0.744
99 H 3.752 2.163 -4.200
100 H 4.948 2.617 -2.924
101 H 4.472 3.821 -4.179
102 H 1.420 4.635 -4.276
103 H 1.378 5.703 -2.837
104 H 0.443 4.269 -2.871
105 H 2.618 1.977 -0.459
106 H 2.050 1.353 -2.044
107 H -2.375 3.310 -0.528
108 H -1.288 3.889 -1.760
109 H -1.411 6.724 -1.802
110 H -1.633 7.735 -0.338
111 H -2.963 6.660 -1.013
112 H 0.967 6.482 -0.439
113 H 1.298 4.953 0.391
114 H 0.872 6.444 1.302
115 H -3.192 5.302 1.529
116 H -2.037 6.412 2.263
117 H -1.862 4.601 2.431

Summary:
M: 844.26 g mol⁻¹
lowest unoccupied orbital energy (alpha / beta): -0.09944 / -0.14314 hartree
total charge: +1
E_HOMO (alpha / beta): -0.414 / -0.409 Eh
spin multiplicity: 3
orbital gap (alpha / beta): 8.554 / 7.241 eV


4.
This record from OMol25 describes a 11-piece molecular cluster, C35H70N8O9 overall in a non-equilibrium geometry. The level of theory is ωB97M-V/def2-TZVPD.

Positions of all 122 atoms, in Å:
1 C 2.690 -4.454 -3.102
2 C 1.915 -3.578 -2.356
3 C 1.428 -4.321 -1.322
4 N 1.969 -5.598 -1.341
5 C 2.726 -5.653 -2.497
6 H 3.218 -4.119 -3.983
7 H 1.726 -2.524 -2.496
8 H 0.867 -3.962 -0.472
9 H 1.861 -6.302 -0.625
10 H 3.408 -6.478 -2.643
11 C 1.136 3.599 2.800
12 C 1.070 4.977 3.007
13 C 0.823 5.204 4.327
14 N 0.612 3.966 4.946
15 C 0.813 3.024 3.979
16 H 1.317 3.095 1.862
17 H 1.258 5.683 2.211
18 H 0.851 6.126 4.888
19 H 0.429 3.786 5.922
20 H 0.765 1.991 4.291
21 C -1.755 0.499 -0.042
22 N -0.381 0.956 0.086
23 C 0.702 0.182 0.000
24 C 2.084 0.806 -0.148
25 O 0.662 -1.051 0.001
26 H -2.173 0.248 0.933
27 H -1.757 -0.408 -0.648
28 H -2.450 1.210 -0.487
29 H -0.201 1.950 0.089
30 H 2.506 1.273 0.742
31 H 2.151 1.531 -0.960
32 H 2.868 0.067 -0.316
33 C -8.067 3.874 -3.348
34 N -7.137 3.744 -2.301
35 C -5.966 4.366 -2.276
36 C -5.091 4.117 -1.084
37 O -5.553 5.132 -3.197
38 H -8.641 2.950 -3.410
39 H -7.584 4.109 -4.297
40 H -8.706 4.725 -3.111
41 H -7.374 3.159 -1.513
42 H -4.747 5.115 -0.816
43 H -4.311 3.366 -1.208
44 H -5.688 3.784 -0.235
45 C 5.764 0.272 -0.984
46 N 5.956 0.181 0.440
47 C 6.695 0.978 1.214
48 C 6.512 0.703 2.702
49 O 7.362 1.899 0.765
50 H 5.228 1.172 -1.286
51 H 5.093 -0.557 -1.208
52 H 6.661 0.209 -1.601
53 H 5.271 -0.414 0.883
54 H 5.885 -0.162 2.919
55 H 5.967 1.514 3.184
56 H 7.458 0.672 3.243
57 C 3.819 0.708 5.381
58 N 2.594 -0.032 4.944
59 C 2.556 -0.544 3.711
60 C 1.233 -1.012 3.252
61 O 3.496 -0.493 2.923
62 H 3.855 1.594 4.747
63 H 4.655 0.060 5.118
64 H 3.824 0.870 6.459
65 H 1.765 -0.048 5.520
66 H 0.662 -0.083 3.253
67 H 0.812 -1.740 3.947
68 H 1.309 -1.385 2.231
69 C -0.556 -1.443 -3.559
70 N -0.404 -1.798 -4.982
71 C 0.580 -1.437 -5.872
72 C 0.379 -1.853 -7.265
73 O 1.533 -0.796 -5.470
74 H -0.560 -2.339 -2.938
75 H -1.510 -0.920 -3.478
76 H 0.294 -0.810 -3.305
77 H -1.127 -2.454 -5.240
78 H 0.429 -0.997 -7.938
79 H -0.545 -2.417 -7.390
80 H 1.089 -2.614 -7.589
81 C -2.007 -3.462 0.801
82 N -2.431 -4.393 1.891
83 C -2.985 -3.998 3.033
84 C -3.473 -5.028 4.109
85 O -3.249 -2.806 3.185
86 H -2.054 -3.979 -0.157
87 H -0.943 -3.256 0.918
88 H -2.661 -2.597 0.693
89 H -2.041 -5.320 1.793
90 H -3.123 -4.779 5.111
91 H -3.052 -6.012 3.905
92 H -4.556 -5.055 3.983
93 C 3.326 -3.544 1.414
94 C 4.693 -3.152 0.877
95 C 5.004 -3.211 -0.647
96 O 5.487 -2.615 1.638
97 H 3.216 -3.444 2.494
98 H 3.210 -4.581 1.102
99 H 2.638 -2.917 0.846
100 H 4.362 -2.628 -1.307
101 H 4.948 -4.259 -0.940
102 H 6.029 -2.894 -0.842
103 C -1.957 4.740 -1.121
104 C -0.475 4.948 -1.265
105 C -0.005 6.080 -2.272
106 O 0.268 4.140 -0.726
107 H -2.153 4.343 -0.125
108 H -2.370 4.012 -1.819
109 H -2.548 5.650 -1.231
110 H -0.392 5.867 -3.268
111 H 1.069 6.113 -2.454
112 H -0.294 7.106 -2.049
113 C -5.202 -0.256 0.636
114 C -5.508 -0.447 -0.840
115 C -6.959 -0.527 -1.223
116 O -4.675 -0.475 -1.728
117 H -4.906 0.784 0.776
118 H -4.397 -0.925 0.940
119 H -6.095 -0.345 1.256
120 H -7.459 0.398 -0.936
121 H -7.507 -1.330 -0.730
122 H -7.077 -0.598 -2.304

Summary:
energy above the lowest of the compared OMol25 structures with the same formula, charge and spin: 0.0000 eV
M: 746.99 g mol⁻¹
lowest unoccupied orbital energy: 0.00681 hartree
E_HOMO: -0.303 Eh
spin multiplicity: 1
SMILES string: c1cc[nH]c1.c1cc[nH]c1.CNC(C)=O.CNC(C)=O.CNC(C)=O.CNC(C)=O.CNC(C)=O.CNC(C)=O.CC(C)=O.CC(C)=O.CC(C)=O
orbital gap: 8.420 eV